{"formula": "H3NOS", "method": "ωB97M-V with the def2-TZVPD basis set", "e_lumo_ha": [-0.0165, -0.0511], "homo_lumo_gap_ev": [9.117, 9.304], "species": ["N", "O", "S", "H", "H", "H"], "coordinates": [[1.2586, -0.1904, -0.5078], [-0.9910, -0.5472, 0.7252], [-1.8572, 0.3863, -0.1226], [1.8928, -0.9406, -0.6529], [0.9370, -0.2234, 0.3618], [-1.2403, 1.5153, 0.1962]], "mulliken_charge": [-0.483, -0.451, 0.248, 0.213, 0.302, 0.171]}

{"formula": "C24H31BrI2O6S2", "method": "ωB97M-V with the def2-TZVPD basis set", "e_lumo_ha": -0.0353, "smiles": "C[C@H](I)[C@H](I)c1ccc2c(c1)C(=O)C(CCCBr)=CC2=O.O=S1(=O)CCCC1.O=S1(=O)CCCC1", "homo_lumo_gap_ev": 7.417, "species": ["C", "C", "I", "C", "I", "C", "C", "C", "C", "C", "C", "C", "O", "C", "C", "C", "C", "Br", "C", "C", "O", "H", "H", "H", "H", "H", "H", "H", "H", "H", "H", "H", "H", "H", "H", "H", "O", "S", "O", "C", "C", "C", "C", "H", "H", "H", "H", "H", "H", "H", "H", "O", "S", "O", "C", "C", "C", "C", "H", "H", "H", "H", "H", "H", "H", "H"], "coordinates": [[1.3547, -1.3596, -3.1781], [1.6761, -1.5550, -1.5885], [0.2650, -0.1883, -0.5535], [3.2117, -1.2471, -1.2206], [4.5358, -2.9621, -1.4043], [3.2486, -0.6634, 0.2888], [2.9071, -1.5345, 1.5426], [2.9419, -0.9340, 2.9913], [3.3105, 0.5697, 3.1354], [3.6246, 1.4321, 1.8566], [3.6212, 0.8331, 0.4348], [3.9546, 2.9905, 2.1170], [4.8158, 3.5995, 1.4400], [3.1230, 3.6490, 3.3351], [2.5403, 5.1387, 3.3306], [3.2981, 6.1619, 2.3578], [2.9132, 5.9919, 0.7993], [1.1711, 6.8087, 0.3125], [2.8426, 2.8623, 4.5004], [3.3548, 1.3310, 4.5580], [3.7813, 0.8101, 5.6152], [0.9717, -2.3560, -3.6125], [0.4972, -0.6164, -3.3127], [2.2578, -0.9462, -3.7532], [1.3233, -2.6072, -1.2921], [3.5644, -0.4069, -1.9213], [2.6010, -2.6375, 1.4255], [2.6787, -1.5613, 3.9157], [3.8864, 1.5190, -0.4364], [1.4512, 5.0673, 2.9443], [2.4835, 5.4853, 4.4175], [2.9637, 7.2217, 2.6812], [4.4426, 6.0828, 2.4980], [3.7575, 6.4875, 0.1861], [2.8724, 4.8944, 0.4765], [2.2340, 3.2640, 5.3742], [-1.5495, -0.1289, -3.5759], [-2.9082, -0.4312, -3.1909], [-3.2759, -1.6889, -2.5783], [-3.5185, 0.9034, -2.1771], [-4.1098, 1.8922, -3.1732], [-4.8799, 1.0471, -4.1902], [-3.9785, -0.1223, -4.5913], [-2.7051, 1.3233, -1.5857], [-4.2909, 0.4971, -1.5201], [-4.7558, 2.6208, -2.6794], [-3.3077, 2.4391, -3.6795], [-5.7954, 0.6647, -3.7271], [-5.1751, 1.6341, -5.0627], [-4.5571, -1.0206, -4.8091], [-3.3503, 0.1318, -5.4467], [-0.5089, -3.8640, 0.8949], [-1.8700, -3.7216, 1.3625], [-2.2567, -2.7030, 2.3127], [-2.9475, -3.6261, -0.0551], [-3.2943, -5.0769, -0.3623], [-3.5676, -5.7348, 0.9921], [-2.4430, -5.3157, 1.9406], [-2.4384, -3.1228, -0.8762], [-3.8358, -3.0628, 0.2386], [-4.1553, -5.1503, -1.0298], [-2.4461, -5.5703, -0.8480], [-4.5284, -5.3819, 1.3810], [-3.6278, -6.8223, 0.9085], [-2.7965, -5.2219, 2.9680], [-1.6036, -6.0120, 1.8985]], "mulliken_charge": [-0.624, -0.300, 0.013, -0.759, 0.070, 0.413, -0.076, -0.809, 0.382, 0.281, -0.562, 0.185, -0.511, 0.646, -0.623, -0.607, -0.424, -0.184, -0.677, 0.100, -0.537, 0.235, 0.166, 0.285, 0.485, 0.509, 0.296, 0.335, 0.236, 0.240, 0.365, 0.360, 0.308, 0.353, 0.183, 0.315, -0.669, 1.163, -0.674, -0.596, -0.616, -0.590, -0.712, 0.306, 0.357, 0.359, 0.299, 0.290, 0.316, 0.325, 0.354, -0.600, 1.187, -0.707, -0.324, -0.689, -0.623, -0.665, 0.152, 0.324, 0.353, 0.319, 0.290, 0.324, 0.332, 0.351]}

{"formula": "C8H26BCdFN2O6S", "method": "ωB97M-V with the def2-TZVPD basis set", "e_lumo_ha": 0.1690, "charge": -2, "homo_lumo_gap_ev": 4.524, "species": ["Cd", "F", "B", "H", "H", "H", "H", "S", "O", "O", "O", "O", "C", "C", "C", "O", "C", "N", "H", "H", "H", "H", "H", "H", "H", "H", "H", "H", "H", "C", "C", "C", "O", "C", "N", "H", "H", "H", "H", "H", "H", "H", "H", "H", "H", "H"], "coordinates": [[0.5666, 0.7310, 0.1941], [1.2220, -0.4907, 1.8398], [-0.1787, 1.6587, -1.7655], [0.5815, 2.5099, -1.4205], [0.4177, 0.7046, -2.0690], [-0.9064, 1.3670, -0.9062], [-0.8261, 2.0642, -2.6777], [-0.4196, 2.1910, 3.0977], [0.9028, 2.1344, 3.7833], [-0.2322, 2.0593, 1.5974], [-1.1215, 0.9677, 3.5777], [-1.1345, 3.4449, 3.3972], [4.8338, 1.7083, -0.6410], [3.4055, 1.1773, -0.7898], [3.3831, -0.3635, -0.7872], [2.0662, -0.7964, -1.0657], [1.8495, -1.4939, -2.2522], [2.5378, 1.6882, 0.2939], [4.8677, 2.7923, -0.7653], [5.4655, 1.2709, -1.4226], [5.2840, 1.4799, 0.3272], [3.0043, 1.4883, -1.7574], [3.6903, -0.7270, 0.1995], [4.0935, -0.8103, -1.4934], [2.4022, -1.0585, -3.0923], [0.7887, -1.5314, -2.4931], [2.1343, -2.5517, -2.1354], [2.5136, 2.7028, 0.2085], [3.0811, 1.5929, 1.1519], [-3.0052, 0.6166, 0.1848], [-2.4466, -0.7229, 0.6206], [-3.4443, -1.8361, 0.2861], [-3.3311, -2.8936, 1.2246], [-4.3977, -3.7830, 1.2191], [-1.1767, -1.0284, -0.1089], [-3.9233, 0.8283, 0.7476], [-3.2624, 0.6644, -0.8771], [-2.3728, 1.4547, 0.4740], [-2.3504, -0.7159, 1.7076], [-3.4727, -2.1251, -0.7717], [-4.4403, -1.4052, 0.5074], [-5.2724, -3.2707, 1.6631], [-4.1843, -4.6545, 1.8329], [-4.7938, -4.0616, 0.2324], [-1.0434, -2.0273, 0.0321], [-1.3554, -0.9499, -1.1088]], "mulliken_charge": [2.430, -0.841, 0.947, -0.405, -0.547, -0.646, -0.247, 1.075, -0.801, -1.012, -0.782, -0.752, -1.673, 0.593, -1.049, -0.227, -0.921, -0.654, 0.420, 0.405, 0.367, 0.200, 0.298, 0.530, 0.431, 0.181, 0.260, 0.305, 0.295, -1.676, 0.675, -0.893, -0.279, -0.783, -0.597, 0.455, 0.373, 0.329, 0.200, 0.262, 0.388, 0.296, 0.267, 0.303, 0.237, 0.264]}

{"formula": "C5H14", "method": "ωB97M-V with the def2-TZVPD basis set", "e_lumo_ha": 0.0422, "smiles": "CCC.CC", "homo_lumo_gap_ev": 12.052, "species": ["C", "C", "C", "H", "H", "H", "H", "H", "H", "H", "H", "C", "C", "H", "H", "H", "H", "H", "H"], "coordinates": [[-0.8361, -1.8368, 0.8781], [-1.0502, -2.0853, -0.6058], [0.0374, -1.4002, -1.5255], [-0.0635, -2.5630, 1.0920], [-1.7922, -2.0977, 1.3283], [-0.7581, -0.7480, 1.0412], [-1.2072, -3.1026, -0.8723], [-2.0379, -1.6580, -1.0156], [-0.3561, -1.0155, -2.4823], [0.6357, -0.6857, -0.8956], [0.7513, -2.1852, -1.8312], [0.7870, 3.1395, 0.1198], [0.9859, 2.0334, 1.1286], [1.7762, 3.4443, -0.2531], [0.2565, 2.7443, -0.7496], [0.1806, 4.0185, 0.4155], [0.1216, 1.9472, 1.7793], [1.8503, 1.9918, 1.8010], [1.0700, 1.1016, 0.5668]], "mulliken_charge": [-0.945, -0.443, -0.716, 0.315, 0.286, 0.237, 0.403, 0.267, 0.299, 0.021, 0.264, -0.852, -0.397, 0.250, 0.261, 0.290, 0.247, 0.352, -0.140]}

Values of maximum force, in order: 0.1050; 0.0830; 0.0634; 0.0786, all in hartree/bohr.
Values of energy relative to the best compared isomer or geometry (same formula, charge and spin), in order: 299.8; 666.3; 0.0; 86.3, all in kJ/mol.